Computed, not measured: one molecule with the formula C2H4N4O2, with ωB97M-V/def2-TZVPD.

Last column: Löwdin charge in e.
Atoms and positions in Å:
C (-1.717, -0.217, 0.356)  -0.13
N (-0.684, -0.101, -0.666)  -0.09
N (0.518, -0.253, -0.123)  -0.12
N (1.258, -1.436, -0.237)  0.12
N (2.397, -1.167, -0.035)  0.12
O (2.585, 0.324, 0.144)  0.14
C (1.435, 0.779, 0.077)  -0.56
O (1.058, 1.985, -0.140)  0.02
H (-1.463, 0.475, 1.347)  0.13
H (-2.557, 0.091, -0.294)  0.07
H (-2.077, -1.297, 0.829)  0.12
H (-0.753, 0.818, -1.260)  0.19

Maximum force = 0.174 hartree/bohr
E_tot = -447.9576 a.u.
E_LUMO = 0.0177 Ha
Energy relative to the best compared isomer or geometry (same formula, charge and spin) = 380.21 kJ/mol
Structure (SMILES) = CNn1nnoc1=O
Charge = 0
Highest occupied orbital energy = -0.369 Eh
HOMO-LUMO gap = 10.5 eV

---

Computed, not measured: C18H18BiBrN4O as an isolated structure, with ωB97M-V/def2-TZVPD.

Last column: Löwdin charge in e.
Atoms and positions in Å:
Bi (-0.254, -1.192, -1.164)  1.94
Br (1.707, 5.961, -2.866)  0.83
C (1.056, 4.204, -2.766)  -0.69
C (0.742, 3.507, -3.954)  -0.05
C (0.260, 2.224, -3.917)  0.02
C (0.090, 1.549, -2.696)  -0.35
O (-0.353, 0.310, -2.718)  -0.33
C (0.385, 2.254, -1.495)  -0.15
C (0.040, 1.785, -0.210)  -0.04
N (-0.296, 0.577, 0.188)  -0.09
C (-0.841, 0.398, 1.507)  -0.20
C (-0.595, 1.208, 2.579)  0.01
C (-1.268, 1.004, 3.804)  -0.02
C (-2.186, 0.002, 3.943)  0.01
C (-2.436, -0.871, 2.860)  -0.13
C (-3.360, -1.940, 2.911)  0.05
C (-3.530, -2.760, 1.829)  -0.01
C (-2.750, -2.537, 0.689)  -0.10
N (-1.887, -1.538, 0.604)  -0.09
C (-1.736, -0.685, 1.657)  -0.18
C (0.854, 3.604, -1.566)  -0.07
H (0.876, 4.004, -4.906)  0.12
H (0.001, 1.696, -4.826)  0.14
H (0.009, 2.556, 0.557)  0.14
H (0.113, 2.025, 2.515)  0.12
H (-1.054, 1.665, 4.632)  0.13
H (-2.719, -0.139, 4.875)  0.13
H (-3.931, -2.100, 3.817)  0.14
H (-4.234, -3.580, 1.844)  0.13
H (-2.831, -3.194, -0.172)  0.12
H (1.048, 4.146, -0.647)  0.12
N (2.133, -0.593, -1.292)  -0.07
C (2.970, -1.819, -1.282)  -0.22
C (2.739, -2.566, 0.018)  -0.22
N (1.299, -2.888, 0.161)  -0.08
H (2.254, -0.070, -2.158)  0.11
H (2.426, 0.026, -0.540)  0.11
H (4.026, -1.576, -1.390)  0.13
H (2.687, -2.435, -2.140)  0.13
H (3.035, -1.942, 0.863)  0.13
H (3.357, -3.462, 0.044)  0.13
H (1.062, -3.057, 1.134)  0.10
H (1.093, -3.758, -0.325)  0.09

Maximum force = 0.010 hartree/bohr
E_tot = -3779.1118 a.u.
E_LUMO = -0.2546 Ha
Charge = +2
Highest occupied orbital energy = -0.510 Eh
HOMO-LUMO gap = 7.0 eV